107
Properties=species:S:1:pos:R:3:lowdin_spin:R:1 method="wB97M-V/def2-TZVPD" energy_ev=-104113.099 fmax_ev_per_a=2.34 de_lowest_kcal_mol=17.3 spin_multiplicity=5 e_lumo_ev="0.35 / 0.35" molar_mass_g_mol=865.1
Pm 0.425 -0.323 -0.099 4.046
C -3.203 -3.500 -0.700 0.000
N -1.925 -4.102 -1.051 0.000
C -1.956 -5.531 -1.472 0.000
C -0.724 -3.449 -0.861 0.000
N -0.477 -2.735 0.185 -0.006
C -0.989 -3.158 1.482 0.000
C -0.592 -2.129 2.583 0.000
N -0.865 -0.736 2.197 -0.005
C -0.261 0.144 3.216 0.000
C -0.403 1.618 2.892 0.000
N 0.274 1.921 1.593 -0.004
C 0.433 3.195 1.403 0.000
N 1.497 3.676 0.774 0.000
C 1.371 4.912 0.043 0.000
C 2.644 2.841 0.495 0.000
N -0.434 4.174 1.996 0.000
C -1.809 4.284 1.578 0.000
C 0.102 5.321 2.705 0.000
C -2.317 -0.487 2.099 0.000
C -2.660 0.520 1.028 0.000
N -2.654 0.004 -0.313 -0.001
C -3.786 0.059 -0.974 0.000
N -3.776 0.020 -2.338 0.000
C -2.595 0.225 -3.134 0.000
C -4.855 -0.673 -3.012 0.000
N -5.060 0.255 -0.406 0.000
C -5.943 1.227 -1.011 0.000
C -5.582 -0.616 0.640 0.000
N 0.150 -3.653 -1.840 0.000
C -0.238 -3.688 -3.236 0.000
C 1.627 -3.682 -1.608 0.000
H -3.956 -3.601 -1.544 0.000
H -3.050 -2.430 -0.443 0.000
H -3.687 -3.933 0.162 0.000
H -2.016 -6.135 -0.554 0.000
H -1.108 -5.840 -2.028 0.000
H -2.842 -5.709 -2.077 0.000
H -0.577 -4.119 1.808 0.000
H -2.077 -3.308 1.429 0.000
H 0.463 -2.195 2.814 0.000
H -1.132 -2.355 3.528 0.000
H 0.802 -0.072 3.210 0.000
H -0.676 -0.064 4.191 0.000
H 0.042 2.236 3.678 0.000
H -1.464 1.842 2.853 0.000
H 2.010 5.707 0.454 0.000
H 0.365 5.243 0.125 0.000
H 1.537 4.727 -1.006 0.000
H 2.583 1.991 1.129 0.000
H 3.549 3.442 0.671 0.000
H 2.622 2.437 -0.576 0.000
H -2.039 3.519 0.846 0.000
H -1.943 5.307 1.144 0.000
H -2.560 4.286 2.370 0.000
H 1.173 5.141 2.933 0.000
H -0.475 5.469 3.640 0.000
H -0.117 6.269 2.218 0.000
H -2.680 -0.098 3.097 0.000
H -2.822 -1.483 1.962 0.000
H -1.884 1.333 0.989 0.000
H -3.588 1.060 1.333 0.000
H -2.845 0.622 -4.108 0.000
H -1.919 -0.627 -3.260 0.000
H -1.954 0.950 -2.658 0.000
H -5.164 -0.061 -3.850 0.000
H -5.730 -0.922 -2.391 0.000
H -4.500 -1.616 -3.513 0.000
H -5.527 1.770 -1.855 0.000
H -6.185 2.034 -0.249 0.000
H -6.891 0.781 -1.329 0.000
H -5.060 -1.576 0.628 0.000
H -6.636 -0.815 0.448 0.000
H -5.439 -0.221 1.649 0.000
H -0.489 -4.678 -3.576 0.000
H 0.636 -3.400 -3.831 0.000
H -1.020 -2.998 -3.457 0.000
H 1.770 -3.532 -0.535 0.000
H 2.046 -2.846 -2.141 0.000
H 2.032 -4.637 -1.937 0.000
S 1.380 1.908 -4.531 -0.001
C 0.714 1.116 -3.251 0.000
S 0.718 -0.600 -2.966 -0.008
S 0.165 2.071 -1.804 -0.010
C 3.933 -2.958 1.595 0.000
O 2.716 -2.416 1.194 -0.001
C 2.262 -1.118 1.555 -0.009
O 2.916 -0.472 2.343 0.000
H 4.403 -2.368 2.353 0.000
H 4.654 -3.040 0.742 0.000
H 3.768 -3.986 1.945 0.000
N 3.040 -0.314 -0.781 -0.003
C 4.128 0.042 -0.773 0.000
N 5.394 0.332 -0.726 0.000
C 6.053 0.287 0.554 0.000
C 6.567 1.637 0.958 0.000
O 7.289 2.298 -0.066 0.000
C 6.491 2.502 -1.229 0.000
C 6.066 1.102 -1.792 0.000
H 6.943 -0.405 0.564 0.000
H 5.384 -0.138 1.353 0.000
H 7.244 1.518 1.778 0.000
H 5.703 2.256 1.367 0.000
H 7.144 3.014 -1.925 0.000
H 5.603 3.046 -0.914 0.000
H 6.952 0.609 -2.147 0.000
H 5.370 1.250 -2.646 0.000

***

110
Properties=species:S:1:pos:R:3:mulliken_charge:R:1 method="wB97M-V/def2-TZVPD" energy_ev=-76069.616 charge=-1 fmax_ev_per_a=5.42 de_lowest_kcal_mol=128.9 e_lumo_ev=1.94 molar_mass_g_mol=759.8
C 0.256 -0.292 0.363 -0.492
O -0.326 -1.597 0.108 -0.888
H 0.541 0.205 -0.564 0.140
H -0.448 0.421 0.793 0.115
H 1.144 -0.267 0.994 0.132
C 4.890 1.973 5.294 -1.120
C 5.527 2.275 6.677 -0.136
O 6.966 2.185 6.612 -0.361
C 7.688 3.253 6.254 0.817
O 7.203 4.345 5.884 -0.611
O 8.916 3.000 6.531 -0.313
C 9.884 4.007 6.445 -0.685
H 3.812 1.816 5.336 0.355
H 5.383 1.152 4.775 0.324
H 5.229 2.769 4.631 0.284
H 5.352 1.534 7.456 0.267
H 5.173 3.260 6.981 0.310
H 9.761 4.736 5.643 0.323
H 10.862 3.562 6.263 0.250
H 9.839 4.628 7.340 0.294
C -11.297 -0.575 -2.321 -1.087
C -9.838 -1.057 -2.273 -0.246
O -8.986 -0.167 -2.974 -0.264
C -7.639 -0.547 -3.091 0.664
O -7.257 -1.703 -2.823 -0.538
O -6.908 0.558 -3.524 -0.285
C -5.557 0.412 -3.808 -0.652
H -11.934 -0.905 -1.500 0.338
H -11.750 -0.852 -3.273 0.279
H -11.256 0.514 -2.285 0.298
H -9.744 -1.996 -2.817 0.296
H -9.460 -1.237 -1.267 0.335
H -5.133 1.360 -4.139 0.244
H -5.263 -0.280 -4.597 0.293
H -4.968 0.128 -2.936 0.327
C 6.884 6.955 -10.300 -1.193
C 6.747 5.621 -9.566 -0.156
O 5.914 5.729 -8.425 -0.247
C 5.515 4.566 -7.822 0.716
O 5.965 3.405 -8.024 -0.566
O 4.686 4.919 -6.754 -0.301
C 4.586 4.039 -5.594 -0.671
H 5.955 7.083 -10.855 0.298
H 7.755 7.119 -10.934 0.356
H 6.903 7.819 -9.634 0.319
H 7.764 5.470 -9.204 0.233
H 6.443 4.771 -10.176 0.354
H 4.692 4.528 -4.625 0.273
H 5.342 3.253 -5.600 0.303
H 3.656 3.481 -5.483 0.280
C 2.038 -2.719 -6.269 -1.046
C 0.539 -2.582 -5.997 -0.247
O -0.169 -3.156 -7.070 -0.296
C -1.354 -3.779 -6.886 0.848
O -1.981 -3.887 -5.786 -0.617
O -1.789 -4.112 -8.062 -0.333
C -2.852 -5.127 -8.079 -0.648
H 2.761 -2.076 -5.768 0.369
H 2.057 -2.454 -7.326 0.296
H 2.382 -3.749 -6.184 0.203
H 0.290 -1.553 -5.739 0.293
H 0.331 -3.018 -5.020 0.341
H -2.530 -6.122 -8.387 0.252
H -3.619 -4.822 -8.790 0.236
H -3.337 -5.179 -7.104 0.349
C 1.242 2.110 11.527 -1.114
C -0.186 2.704 11.557 -0.151
O -0.585 3.370 10.336 -0.348
C -1.040 2.638 9.343 0.775
O -1.250 1.442 9.398 -0.570
O -1.159 3.421 8.249 -0.330
C -1.285 2.895 6.917 -0.605
H 1.708 1.609 12.375 0.366
H 1.981 2.852 11.222 0.298
H 1.263 1.352 10.744 0.299
H -0.210 3.515 12.285 0.273
H -0.856 1.888 11.827 0.303
H -0.795 1.923 6.866 0.311
H -1.003 3.597 6.132 0.233
H -2.347 2.711 6.754 0.261
C 4.599 -6.799 -0.042 -1.178
C 3.532 -6.135 -0.934 -0.156
O 3.553 -6.810 -2.217 -0.291
C 2.434 -7.065 -2.855 0.767
O 1.314 -6.796 -2.429 -0.571
O 2.835 -7.419 -4.097 -0.319
C 1.886 -7.952 -4.966 -0.714
H 4.529 -6.335 0.941 0.381
H 5.632 -6.786 -0.388 0.300
H 4.271 -7.829 0.098 0.323
H 3.876 -5.108 -1.060 0.265
H 2.599 -6.274 -0.387 0.301
H 1.497 -8.874 -4.532 0.345
H 2.501 -8.345 -5.775 0.270
H 1.068 -7.338 -5.340 0.274
C -7.568 0.130 6.484 -1.134
C -7.232 -0.656 5.154 -0.319
O -6.876 0.230 4.098 -0.307
C -6.272 -0.155 3.017 0.802
O -6.006 -1.312 2.729 -0.593
O -6.007 0.784 2.173 -0.297
C -6.516 2.116 2.306 -0.683
H -7.933 -0.554 7.250 0.393
H -8.456 0.747 6.346 0.312
H -6.752 0.612 7.022 0.297
H -7.977 -1.408 4.897 0.341
H -6.423 -1.322 5.453 0.306
H -7.547 2.367 2.054 0.295
H -6.038 2.652 1.486 0.283
H -6.240 2.566 3.259 0.299

***

98
Properties=species:S:1:pos:R:3:mulliken_charge:R:1 method="wB97M-V/def2-TZVPD" energy_ev=-65506.685 charge=+1 fmax_ev_per_a=3.99 e_lumo_ev=-2.67 molar_mass_g_mol=581.2
C 2.922 -0.070 2.123 -0.965
C 3.281 0.406 0.867 -0.584
C 2.641 1.591 0.087 0.344
C 1.535 2.413 0.864 -0.837
N 0.557 3.060 -0.055 0.558
C -0.273 2.171 -0.924 -0.429
C -0.548 3.060 -2.240 -0.796
C -1.054 4.544 -1.938 -0.524
C -2.536 4.730 -2.551 -0.606
N -2.536 5.459 -3.847 -0.697
C -1.728 1.909 -0.329 -1.443
C -1.836 1.905 1.252 0.531
C -2.267 3.330 1.862 -0.972
Cl -3.289 0.804 1.635 -0.179
C 0.477 0.773 -1.310 1.138
C 0.093 0.253 -2.743 -0.582
C -1.408 -0.043 -3.089 -1.087
C -1.962 -1.487 -2.768 -0.044
N -1.689 -2.417 -3.926 -0.741
O 0.068 -0.049 -0.216 1.420
C 0.433 -1.413 -0.227 -0.603
C -0.570 -2.274 0.704 1.192
C 0.088 -2.512 2.144 -1.071
C -0.693 -3.702 0.029 -1.590
C -1.916 -4.586 0.531 0.606
C -2.393 -5.575 -0.641 -1.297
C -3.194 -3.764 0.993 -1.245
C 2.017 1.199 -1.355 -0.999
P 3.332 0.199 -2.255 0.122
C 3.175 -1.687 -1.997 -0.981
C 3.104 0.314 -4.161 -0.446
C 2.941 1.815 -4.666 -0.822
H 2.530 0.687 2.865 0.407
H 3.078 -1.142 2.432 0.281
H 4.177 -0.094 0.387 0.681
H 3.480 2.322 -0.156 0.482
H 1.099 1.786 1.684 -0.008
H 2.080 3.264 1.391 0.387
H 0.010 3.725 0.520 0.666
H 1.134 3.671 -0.662 0.626
H 0.392 3.165 -2.875 0.435
H -1.317 2.603 -2.916 0.072
H -0.391 5.310 -2.450 0.450
H -1.153 4.810 -0.849 0.132
H -3.104 5.386 -1.815 0.442
H -3.097 3.744 -2.563 0.311
H -2.630 4.742 -4.574 0.248
H -3.420 5.985 -3.852 0.284
H -2.492 2.674 -0.684 0.401
H -2.170 0.920 -0.659 0.273
H -0.982 1.433 1.800 -0.175
H -2.941 3.171 2.748 0.441
H -1.322 3.868 2.180 0.317
H -2.806 3.953 1.082 0.176
H 0.677 -0.704 -2.927 0.160
H 0.485 0.966 -3.537 0.104
H -2.174 0.702 -2.722 0.143
H -1.482 0.044 -4.226 0.562
H -1.671 -1.922 -1.778 -0.412
H -3.100 -1.387 -2.740 0.433
H -2.132 -3.302 -3.627 0.241
H -2.316 -2.101 -4.682 0.325
H 0.478 -1.957 -1.207 0.168
H 1.453 -1.537 0.257 -0.382
H -1.520 -1.676 0.746 -0.169
H -0.171 -1.706 2.881 -0.175
H 1.217 -2.564 2.103 0.192
H -0.258 -3.530 2.509 0.497
H 0.251 -4.271 0.319 0.365
H -0.713 -3.697 -1.097 0.375
H -1.581 -5.251 1.386 0.490
H -1.972 -5.297 -1.654 0.298
H -2.067 -6.645 -0.457 0.306
H -3.518 -5.588 -0.764 0.313
H -3.115 -3.602 2.115 0.239
H -3.300 -2.761 0.488 0.095
H -4.156 -4.349 0.855 0.506
H 2.034 2.188 -1.929 0.084
H 4.109 -2.101 -2.501 0.526
H 3.263 -1.982 -0.918 0.214
H 2.306 -2.144 -2.543 0.266
H 2.272 -0.376 -4.480 0.262
H 4.059 -0.116 -4.584 0.575
H 2.975 2.590 -3.854 0.158
H 3.762 1.991 -5.429 0.342
H 1.983 1.869 -5.277 0.224
C 0.431 -0.263 5.233 -0.656
O 0.347 -1.281 6.224 -0.357
C 1.414 -1.344 7.032 0.733
O 2.384 -0.635 6.975 -0.542
O 1.212 -2.331 7.909 -0.332
C 2.278 -2.514 8.840 -0.624
H -0.480 -0.301 4.637 0.224
H 0.499 0.722 5.698 0.496
H 1.283 -0.438 4.574 0.224
H 2.419 -1.618 9.446 0.292
H 3.202 -2.778 8.322 0.293
H 2.004 -3.338 9.498 0.224

***

97
Properties=species:S:1:pos:R:3:mulliken_charge:R:1 method="wB97M-V/def2-TZVPD" energy_ev=-50490.472 charge=-1 fmax_ev_per_a=0.31 de_lowest_kcal_mol=0.0 e_lumo_ev=2.19 molar_mass_g_mol=611.3
Rb 0.175 0.023 0.247 0.326
C 2.939 0.401 1.709 0.362
C 2.620 -0.855 2.270 0.721
C 1.523 -0.674 3.142 0.469
C 1.170 0.693 3.128 0.496
C 2.045 1.358 2.241 0.269
C 2.010 2.802 1.826 -1.193
C 0.047 1.295 3.925 -1.580
C 0.893 -1.727 4.007 -1.583
C 3.366 -2.146 2.084 -1.689
C 4.015 0.707 0.706 -1.501
H 2.988 3.287 1.932 0.323
H 1.302 3.380 2.425 0.399
H 1.718 2.942 0.774 0.026
H 0.205 1.200 5.007 0.298
H -0.920 0.822 3.713 0.231
H -0.069 2.362 3.716 0.357
H 1.356 -1.798 5.001 0.281
H 0.969 -2.721 3.555 0.344
H -0.172 -1.533 4.166 0.344
H 4.054 -2.358 2.913 0.295
H 3.967 -2.141 1.171 0.353
H 2.692 -3.007 2.017 0.335
H 4.756 1.420 1.089 0.323
H 3.620 1.149 -0.219 0.170
H 4.563 -0.192 0.415 0.390
C -2.625 -1.818 -0.823 0.391
C -3.183 -1.529 0.540 0.316
N -4.538 -1.324 0.599 -0.443
O -2.496 -1.469 1.545 -0.600
H -3.345 -2.332 -1.463 0.398
H -1.725 -2.421 -0.735 -0.109
H -2.343 -0.859 -1.293 -0.279
H -5.036 -1.123 -0.251 0.250
H -4.879 -0.894 1.443 0.249
C 1.728 -3.673 -1.062 -0.908
N 1.733 -3.500 -2.507 0.017
C 3.081 -3.587 -3.052 -1.233
C 0.960 -2.418 -2.959 0.284
N 0.432 -1.627 -2.118 0.454
N 0.875 -2.326 -4.355 0.219
C 0.556 -3.539 -5.090 -1.238
C 0.153 -1.177 -4.861 -1.226
H 0.704 -3.721 -0.700 0.241
H 2.233 -2.854 -0.537 0.318
H 2.233 -4.611 -0.828 0.318
H 3.496 -4.572 -2.833 0.387
H 3.744 -2.830 -2.610 0.310
H 3.077 -3.443 -4.129 0.405
H -0.166 -0.882 -2.495 -0.270
H 1.029 -4.402 -4.634 0.424
H 0.903 -3.444 -6.121 0.336
H -0.528 -3.717 -5.113 0.334
H 0.465 -0.263 -4.357 0.283
H -0.931 -1.279 -4.717 0.507
H 0.353 -1.078 -5.930 0.217
C 0.177 2.982 -4.011 -1.637
C -1.016 3.600 -3.263 2.404
C -0.398 4.338 -2.065 -2.327
C -1.691 4.644 -4.159 -1.916
P -2.067 2.140 -2.583 -0.654
N -1.211 0.999 -2.020 0.178
C -3.255 2.928 -1.283 2.677
C -4.373 1.917 -1.006 -2.082
C -2.483 3.030 0.041 -2.016
C -3.890 4.288 -1.584 -2.157
C -3.205 1.590 -4.048 2.484
C -2.347 1.424 -5.310 -1.759
C -4.396 2.479 -4.427 -1.999
C -3.704 0.178 -3.712 -1.378
H 0.940 3.753 -4.168 0.544
H -0.091 2.585 -4.987 0.311
H 0.602 2.175 -3.411 0.189
H 0.392 5.002 -2.430 0.652
H 0.049 3.635 -1.361 0.415
H -1.120 4.958 -1.535 0.249
H -0.964 5.431 -4.394 0.521
H -2.542 5.124 -3.678 0.243
H -2.031 4.232 -5.108 0.271
H -3.945 0.931 -0.825 0.120
H -5.100 1.846 -1.813 0.279
H -4.913 2.222 -0.102 0.641
H -1.956 2.094 0.211 0.229
H -3.188 3.198 0.862 0.561
H -1.754 3.835 0.057 0.251
H -4.459 4.299 -2.512 0.261
H -3.152 5.088 -1.628 0.363
H -4.583 4.541 -0.772 0.514
H -2.084 2.375 -5.769 0.300
H -2.913 0.851 -6.053 0.622
H -1.430 0.880 -5.089 -0.084
H -4.091 3.496 -4.673 0.236
H -5.152 2.534 -3.646 0.312
H -4.883 2.061 -5.317 0.516
H -2.861 -0.440 -3.399 -0.097
H -4.165 -0.262 -4.604 0.547
H -4.450 0.167 -2.918 0.292